(1)
Density functional theory data (the ωB97M-V functional and the def2-TZVPD basis) for a structure of composition C60H79AsNO5P2Pd.

Geometry as ORCA input:
```
! wB97M-V def2-TZVPD RIJCOSX def2/J DEFGRID3
* xyz 3 1
C 2.94373 5.25194 -1.13909
H 6.64216 -0.51844 0.95872
C -2.95800 1.65370 -0.68399
H -2.90283 -2.44972 -4.35167
H -3.43379 5.66138 2.35858
C -1.08860 0.41302 3.31237
H -1.86892 -0.48087 -3.16249
H 2.05952 1.30012 5.37903
H -4.09397 -5.62666 1.04374
O -1.86377 -1.28890 -0.22908
C -1.30740 -1.37938 -3.42534
H 4.32412 3.65201 -1.51071
H 1.90352 -5.93651 3.98025
O 2.01518 -1.64359 -0.29851
C -3.98289 5.50751 1.43630
C -5.47159 6.33072 -0.25297
H 5.44974 1.48267 3.81044
H -0.17835 -3.80324 5.10147
N 0.16770 -0.53581 1.34452
C 3.30716 3.91610 -1.25156
H -2.75621 -3.61617 -1.80568
H 3.94189 2.36702 4.10445
H -0.05207 3.90291 1.85543
H -0.33975 4.89906 -0.41276
H 3.88227 -0.59991 -1.55334
H 4.82177 -0.41827 -4.33954
C -0.52709 -4.78746 4.77466
P 0.90699 0.04781 -2.96187
H 0.96378 -2.61001 2.91333
H -0.66976 3.61282 4.22826
H -1.70722 0.24675 1.34230
H 1.53525 1.70403 -5.12306
H 4.33633 -1.78660 5.30293
C 3.35899 -0.17562 3.30403
As -4.76059 2.30609 -1.22630
C -1.11666 1.51393 4.10505
C 4.81005 -0.80403 5.24657
H -3.40562 5.25705 -5.16793
C -1.74720 -4.29422 1.70471
P -0.16516 1.96101 -0.46959
C 0.06919 -2.80916 2.33643
H -2.00371 -1.40328 -5.46081
H 3.82326 -0.36813 -5.80552
C -3.33298 -4.29803 -1.17511
H -1.67575 2.61423 -2.16280
H -4.03012 -1.68406 -0.73663
H -1.53425 -6.68858 3.17182
C -0.59632 1.87753 -5.48236
H 5.16527 0.37718 -0.81581
C 1.63557 5.59850 -0.82276
H -5.23612 0.89683 -3.72831
C 4.94262 -1.59220 0.08488
C -1.90941 -2.08139 -4.61286
H -1.91525 3.56133 -0.68736
H 4.58669 -1.88084 -5.30533
H -4.63090 -4.26403 2.04405
H -0.48025 2.37020 -6.44880
H 5.57748 -0.96757 -1.88399
H 2.12585 -1.82363 -4.74048
C -5.44043 5.09548 -0.88740
O 2.33564 -0.12006 -3.55726
H 1.29179 0.35283 3.64356
H 6.51147 -2.21510 1.48155
H -1.61887 -4.79821 4.79965
H 4.76251 -3.72605 0.49243
H 3.15348 -2.01914 -3.30830
H 1.93432 -4.19116 3.82298
H 0.06013 -7.27238 3.59940
H -4.26000 -4.54424 -1.69447
H 3.10420 0.68168 6.64513
H -5.46148 -2.68159 -0.48591
H -2.84744 0.65431 -1.10100
H 7.06142 -1.82444 -0.13993
H -3.04249 1.55048 0.40118
H 2.08046 -0.44241 5.75629
C -0.70763 2.75150 3.56700
H -4.72213 -1.86338 0.88566
H 1.35287 6.64002 -0.74661
C 4.60338 1.58771 4.49122
C -2.33706 -3.35758 0.88213
H 5.09739 -0.51020 6.25625
H 5.30557 -0.70801 2.61505
H -0.16399 -5.52924 5.48832
H -5.49848 -4.69644 0.57098
C 4.10297 -0.97265 -4.94358
H 3.67879 6.02815 -1.30707
C -4.21319 3.37152 -5.79981
C -0.41520 1.86924 1.35795
H -0.75040 0.81281 -5.66283
C -3.66246 -3.64563 0.18317
H -2.75991 -5.21762 -1.04386
C -3.94945 4.27198 0.79884
H -1.41014 1.44443 5.14489
H -1.36689 -0.56357 3.69739
H -3.39299 3.45878 1.25633
C -4.50654 -2.38170 -0.05434
H -2.23738 -5.24846 1.82197
C -3.86272 3.98875 -3.49880
C -1.79173 2.55054 -1.07819
C 2.00021 -0.05721 2.93861
C 1.57077 -0.50910 1.73446
C -4.66277 4.05761 -0.37975
H -4.76707 7.50394 1.39891
O 0.06387 -0.98824 -3.78312
O 0.47772 1.51523 -3.32142
C -4.38479 2.76252 -3.08369
C -4.79495 1.83716 -4.04154
H -1.47876 2.28804 -4.99155
C -0.43232 -1.87041 1.50084
C 2.48480 -1.13048 0.76709
H 0.80660 3.17055 -4.45971
H -5.05111 1.42508 -6.13212
C 1.04865 3.26329 -0.72783
C 2.36504 2.92232 -1.04131
H 4.98763 1.91415 5.45898
H 3.67116 -3.16269 -0.78239
C 6.36592 -1.52778 0.64527
C 3.90341 -1.13367 1.10068
C -0.34591 2.92331 2.21388
C 0.68498 4.61029 -0.62085
C 1.53568 -5.10620 3.37832
C -4.73499 6.54287 0.90289
H -3.55285 4.72600 -2.76939
C -3.78493 4.29295 -4.85289
C -0.46951 -6.54419 2.98601
H -4.17804 3.62171 -6.85253
C 4.87638 -0.63340 -1.11671
H -6.03711 4.93988 -1.77786
C -0.76498 0.51673 1.87257
C -4.70300 2.13774 -5.39509
H -6.08041 7.12796 -0.65961
C 0.64104 2.11491 -4.65899
H -0.25915 -6.77395 1.93934
C 4.26121 -0.68656 2.34763
C -0.00020 -5.13370 3.36461
H 1.94635 -5.21454 2.37144
H -1.25352 -2.02794 -2.55259
H 5.40243 -3.33322 -1.10240
C 2.89620 -1.35727 -4.13213
H 2.65192 1.88058 -1.12691
H 5.72779 -0.89503 4.66607
C -1.59546 -2.12515 0.65745
C -4.50798 -4.61821 1.01818
C 4.66470 -3.04209 -0.35320
C 2.69774 0.45595 5.65986
Pd 0.53695 -0.16291 -0.75278
H -1.29418 -2.93156 -4.90815
C 3.85069 0.25092 4.67171
C -0.55690 -4.08429 2.42183
*
```

Calculated values
E_LUMO   -10.911 eV
Kohn-Sham gap   3.330 eV
Largest force on an atom   1.80 eV Å⁻¹


(2)
Density functional theory data (the ωB97M-V functional and the def2-TZVPD basis) for a structure of composition C18H25N2O8S4W.

Geometry as ORCA input:
```
! wB97M-V def2-TZVPD RIJCOSX def2/J DEFGRID3
* xyz 1 1
C -3.83393 -0.62866 0.55036
H -0.74783 0.16654 4.48606
H -1.97593 -3.92446 1.44416
C 3.87367 2.07154 -0.47764
H -4.89883 -0.41286 0.43976
C -3.10683 2.02044 1.02426
C -0.30953 1.80534 3.16326
C 6.38467 1.36674 -0.09674
H 0.62627 -0.72146 -4.47124
H -2.27673 -1.81106 2.75186
H -0.92423 -2.78356 3.38766
O 0.15327 -2.16536 -2.30784
N -0.58613 2.68454 -2.04814
H -3.28893 1.51234 1.96976
H -0.06263 -2.51616 -4.38114
H -0.81003 2.60474 3.70616
H 1.79957 2.58444 -0.73144
C 4.31417 -0.25146 -0.11404
N 2.05127 0.53934 -0.41214
H -3.96273 -2.78686 0.42536
O 7.04297 0.36004 -0.22144
C -1.28493 -3.09166 1.30976
H -3.99783 2.58584 0.74366
C 0.35537 -0.10556 -3.61324
C 4.77727 1.04594 -0.24604
O 2.85527 -2.83186 0.21346
O 6.55337 2.54774 0.11046
C -3.50973 -1.95276 -0.10944
H 1.12327 0.66574 -3.50424
S -0.13253 -0.77626 2.34846
H -2.01173 0.45114 3.27286
H -2.10383 3.67914 1.94426
C -0.00943 -3.04006 -3.43224
H -0.28843 -3.49786 1.12426
H -3.56363 -0.63856 1.60546
S -1.71263 -2.28516 -0.27374
C 2.28787 -1.78446 0.06326
H 0.82327 -3.74016 -3.42594
C 2.94507 -0.45256 -0.17994
H 4.23667 3.08404 -0.56884
H 5.00517 -1.06556 0.05236
O 0.97937 -1.61756 0.11826
O -0.22493 3.67424 -1.46754
C -0.93763 0.45634 3.45206
O -1.04273 2.57964 -3.14774
S -0.27983 2.23854 1.38866
W 0.03687 -0.06026 -0.44564
S -2.88823 0.72114 -0.26444
C -1.93603 2.97874 1.12506
C -1.28223 -2.20136 2.53576
C 2.52067 1.78574 -0.56614
H -0.57833 0.42114 -3.84114
H -0.93843 -3.58966 -3.27014
H 0.73987 1.79174 3.45626
O -0.48343 1.55844 -1.33664
C 0.20947 -0.85706 -2.33484
H -1.82793 3.56524 0.21216
H -3.87573 -1.95626 -1.13564
*
```

Calculated values
E_LUMO   -4.705 eV
Energy above the lowest of the compared OMol25 structures with the same formula, charge and spin   38.7 kcal per mole
Kohn-Sham gap   5.011 eV
Largest force on an atom   3.02 eV Å⁻¹


(3)
Density functional theory data (the ωB97M-V functional and the def2-TZVPD basis) for a cluster of 2 separate species, C6H14O2 in total.

Geometry as ORCA input:
```
! wB97M-V def2-TZVPD RIJCOSX def2/J DEFGRID3
* xyz 0 1
O 2.01184 1.42034 -1.13561
H -1.15260 2.31011 0.47197
H 0.85999 0.39945 2.39916
C -1.42167 1.26175 0.35903
H -3.51883 0.60711 0.28005
H -1.11469 -3.31241 0.06357
O -1.23259 -3.84982 -0.72313
H 1.74189 -1.38500 0.66472
H 3.23244 -0.13965 -1.19129
H -3.20762 2.07077 -0.50718
C 2.20016 0.00582 -0.87300
H -1.12299 -3.22628 -1.44978
H 1.10500 1.61153 -0.88473
H 1.55431 -0.55055 -1.54485
C -0.57462 0.34470 0.82645
H 2.90241 -0.09079 1.14184
H -2.68755 0.45916 -1.14642
C 1.98392 -0.33256 0.65139
C -2.71628 1.11465 -0.30420
H 1.19700 1.50654 1.08830
C 0.81992 0.47735 1.28688
H -0.85942 -0.70220 0.52684
*
```

Calculated values
E_LUMO   0.613 eV
Energy above the lowest of the compared OMol25 structures with the same formula, charge and spin   48.3 kcal per mole
Kohn-Sham gap   10.187 eV
Structure (SMILES)   C/C=C/CCCO.O
Largest force on an atom   3.24 eV Å⁻¹


(4)
Density functional theory data (the ωB97M-V functional and the def2-TZVPD basis) for a structure of composition C31H33Cl2GaNO2STe.

Geometry as ORCA input:
```
! wB97M-V def2-TZVPD RIJCOSX def2/J DEFGRID3
* xyz 2 2
H -2.47407 4.55185 -2.90184
S 0.90718 1.11133 -3.32751
H 9.51166 -0.93426 1.43602
C -2.93455 2.95177 0.43129
C 3.56108 2.01300 -0.97899
H -2.25610 -2.59604 1.15265
C -1.64369 2.46229 0.33742
H 5.15258 2.63230 2.35548
C -0.89436 4.17135 1.87993
H -4.38250 2.99686 -3.13158
H 5.54505 -0.29960 -1.52471
Te 3.04013 1.29243 0.94303
C 8.74936 -1.69500 1.28665
H 3.46681 -2.62089 0.28702
C 4.85144 -0.00067 1.18180
C -1.85557 0.77121 -3.45042
H -3.98433 0.58275 -3.47779
H 1.90579 -0.47555 -4.76086
H 2.93779 -1.83361 1.79181
H 4.50370 -0.66193 -2.89384
Ga 1.31318 -0.60981 -0.29761
N 0.98103 1.27564 0.66653
C 4.17070 3.24600 -3.38838
C -0.62596 3.06625 1.07393
C 3.32464 3.37853 -1.15441
H -0.15661 3.68886 -3.05241
C -3.14867 1.26219 -3.37714
C -0.79237 1.65660 -3.33196
C -3.36922 2.62107 -3.18174
H 4.86035 1.31924 -4.00370
Cl -0.37795 -1.74712 2.26361
H 4.42130 3.71100 -4.33255
C 0.92534 -0.00349 -4.73928
H 5.64448 2.91914 0.66852
H 2.91915 3.97282 -0.34750
C -2.18913 4.65474 1.96480
C 5.94153 0.87210 1.36009
C 7.20098 0.28015 1.36478
H -4.22130 4.41325 1.32681
C 7.37573 -1.09685 1.27388
H 0.78445 0.60217 -5.63420
H 8.06654 0.92094 1.47832
C 4.96053 -1.38448 1.22789
H -2.40135 5.51487 2.58474
C 4.52569 -0.20725 -1.90411
H 6.84370 2.72341 1.92919
H 3.86533 -0.77946 -1.25608
H 6.36214 -2.98479 1.22647
C 5.87639 2.36667 1.58115
C -3.20821 4.04181 1.24865
H 8.94768 -2.20108 0.34041
C -2.29959 3.49624 -3.05858
H 8.84143 -2.43906 2.07806
H 4.03741 -3.21000 1.84062
C 4.40920 1.89531 -3.20448
C -1.00152 3.01563 -3.13607
H 0.14505 -0.75502 -4.65920
H -2.46867 -0.88517 1.63008
O 1.73871 3.24940 1.38566
C -1.78883 -1.62006 1.21253
C 3.77832 -2.30900 1.28779
C 0.74652 2.53212 1.04329
O 0.98688 0.16259 -2.11625
H -1.68936 -0.28858 -3.59780
Cl -1.36924 -1.11148 -0.45052
H -0.09048 4.62505 2.44311
H -3.72161 2.48164 -0.14399
C 6.24738 -1.90689 1.22855
H 3.48730 5.06163 -2.46059
H -1.41731 1.63363 -0.31983
C 3.63878 3.99638 -2.35182
C 4.13682 1.24289 -2.00001
*
```

Calculated values
E_LUMO (alpha / beta)   -7.322 / -8.620 eV
Energy above the lowest of the compared OMol25 structures with the same formula, charge and spin   54.1 kcal per mole
Kohn-Sham gap (alpha / beta)   6.535 / 5.554 eV
Largest force on an atom   1.28 eV Å⁻¹


Copy entry 2 word for word.
Density functional theory data (the ωB97M-V functional and the def2-TZVPD basis) for a structure of composition C18H25N2O8S4W.

Geometry as ORCA input:
```
! wB97M-V def2-TZVPD RIJCOSX def2/J DEFGRID3
* xyz 1 1
C -3.83393 -0.62866 0.55036
H -0.74783 0.16654 4.48606
H -1.97593 -3.92446 1.44416
C 3.87367 2.07154 -0.47764
H -4.89883 -0.41286 0.43976
C -3.10683 2.02044 1.02426
C -0.30953 1.80534 3.16326
C 6.38467 1.36674 -0.09674
H 0.62627 -0.72146 -4.47124
H -2.27673 -1.81106 2.75186
H -0.92423 -2.78356 3.38766
O 0.15327 -2.16536 -2.30784
N -0.58613 2.68454 -2.04814
H -3.28893 1.51234 1.96976
H -0.06263 -2.51616 -4.38114
H -0.81003 2.60474 3.70616
H 1.79957 2.58444 -0.73144
C 4.31417 -0.25146 -0.11404
N 2.05127 0.53934 -0.41214
H -3.96273 -2.78686 0.42536
O 7.04297 0.36004 -0.22144
C -1.28493 -3.09166 1.30976
H -3.99783 2.58584 0.74366
C 0.35537 -0.10556 -3.61324
C 4.77727 1.04594 -0.24604
O 2.85527 -2.83186 0.21346
O 6.55337 2.54774 0.11046
C -3.50973 -1.95276 -0.10944
H 1.12327 0.66574 -3.50424
S -0.13253 -0.77626 2.34846
H -2.01173 0.45114 3.27286
H -2.10383 3.67914 1.94426
C -0.00943 -3.04006 -3.43224
H -0.28843 -3.49786 1.12426
H -3.56363 -0.63856 1.60546
S -1.71263 -2.28516 -0.27374
C 2.28787 -1.78446 0.06326
H 0.82327 -3.74016 -3.42594
C 2.94507 -0.45256 -0.17994
H 4.23667 3.08404 -0.56884
H 5.00517 -1.06556 0.05236
O 0.97937 -1.61756 0.11826
O -0.22493 3.67424 -1.46754
C -0.93763 0.45634 3.45206
O -1.04273 2.57964 -3.14774
S -0.27983 2.23854 1.38866
W 0.03687 -0.06026 -0.44564
S -2.88823 0.72114 -0.26444
C -1.93603 2.97874 1.12506
C -1.28223 -2.20136 2.53576
C 2.52067 1.78574 -0.56614
H -0.57833 0.42114 -3.84114
H -0.93843 -3.58966 -3.27014
H 0.73987 1.79174 3.45626
O -0.48343 1.55844 -1.33664
C 0.20947 -0.85706 -2.33484
H -1.82793 3.56524 0.21216
H -3.87573 -1.95626 -1.13564
*
```

Calculated values
E_LUMO   -4.705 eV
Energy above the lowest of the compared OMol25 structures with the same formula, charge and spin   38.7 kcal per mole
Kohn-Sham gap   5.011 eV
Largest force on an atom   3.02 eV Å⁻¹